12 unconnected molecules or ions with the total composition C46H126N10O12 in a non-equilibrium geometry. Source: the Open Molecules 2025 dataset; level of theory: the ωB97M-V functional and the def2-TZVPD basis.

```
194
C46H126N10O12, DFT the ωB97M-V functional and the def2-TZVPD basis
H 17.42005 16.32108 15.27132
H 9.81188 18.58073 12.49312
H 16.26447 12.40340 14.96906
H 12.28774 13.96356 10.03127
H 18.19189 14.20812 11.47498
H 8.56470 13.53975 15.39176
C 16.52911 8.39006 14.86472
O 16.85046 9.74292 15.15175
H 11.03978 11.98669 10.12037
H 16.33051 17.74862 16.08145
C 17.98443 15.34378 9.61735
C 19.52503 15.85192 15.52844
C 20.89735 16.53894 15.36464
H 19.12738 16.96724 11.63559
C 16.84598 15.79049 11.85554
H 15.00926 12.93982 11.74796
C 14.10860 21.50778 15.34239
H 7.28889 16.13738 14.10267
H 7.61037 15.94234 15.81513
H 16.98766 19.01670 17.19550
C 17.12930 20.36868 10.69668
H 14.39660 13.03480 18.68434
H 17.08314 14.81176 17.14483
H 19.60360 15.64129 12.50360
C 13.12943 9.67113 13.09593
H 8.48203 12.27384 7.75022
C 10.64396 22.52237 11.11392
H 9.68796 14.27958 11.69874
O 10.97647 16.52773 15.74206
C 13.58598 20.12412 15.59878
C 18.09310 15.27004 11.16826
H 11.54443 18.25422 12.28009
H 8.98938 20.50736 11.15932
H 18.39722 17.30114 14.27132
C 11.52764 14.61313 10.48848
H 12.04856 12.55389 12.33475
C 11.09320 11.09619 15.61309
O 10.84956 19.68962 11.13044
H 19.51696 15.45961 16.57281
H 12.72633 18.62027 18.95184
O 15.90556 15.44531 18.60083
H 19.62362 11.32872 16.37782
H 8.71279 10.95886 8.80165
H 11.73302 13.06520 18.09764
H 13.44035 20.48839 17.48459
N 8.71564 13.95307 14.48621
C 14.49805 17.42744 18.92412
H 8.41455 17.26078 14.94423
C 11.73928 16.64334 16.90828
H 13.15146 17.87528 20.36316
H 13.76698 11.48506 15.49788
H 9.39340 19.68227 9.64519
H 9.03595 21.86177 8.32858
H 18.19902 19.02568 12.76763
H 13.91237 15.46151 18.18734
H 11.41600 11.79469 14.81792
C 14.56661 11.92952 9.89591
O 10.90885 11.77997 16.80038
C 12.14496 19.90276 15.11756
C 12.09405 12.47473 17.24250
C 14.42363 16.95648 14.03341
H 16.88872 21.25372 11.32642
C 10.34559 21.62794 9.94070
H 14.16423 17.04606 15.11575
H 13.84358 13.56848 13.86563
O 18.29996 17.75084 16.32776
H 9.59916 11.75225 11.24826
H 16.72338 14.85450 7.02791
H 11.96069 16.34348 14.05633
C 16.03672 15.10257 17.24560
H 15.25568 14.48892 14.39240
H 18.99463 15.03942 9.23798
O 12.38440 15.87590 13.32465
H 18.84629 9.63491 14.50920
H 17.00412 11.07554 10.66767
N 13.16106 17.80352 19.35533
H 14.98211 11.42215 18.82294
H 20.31349 20.88549 10.55496
H 16.23361 8.27899 13.78936
N 19.28844 15.95428 11.57944
H 17.82088 11.44137 16.86448
H 18.69949 12.87426 16.42450
C 10.15039 12.45008 10.59908
H 15.79606 15.94176 16.61340
H 17.06688 15.75431 12.93154
H 18.69530 19.06009 10.24614
H 13.50230 12.10321 10.12319
H 12.26961 15.74833 17.16337
H 14.32959 15.53739 19.91563
H 16.71120 13.12621 7.50587
H 9.72187 23.20632 8.92055
H 9.71578 15.56164 13.62855
C 9.78597 20.35247 10.43055
C 17.94446 10.24398 14.37507
C 13.26795 11.58223 17.51429
H 14.84904 19.45320 9.73134
H 19.86748 19.15097 12.38380
C 15.72640 18.06999 19.62178
H 15.50105 16.78845 13.95920
H 19.01023 20.56818 13.00900
H 14.18750 19.43505 15.01076
C 18.54387 19.99406 10.86319
C 18.37183 16.83090 15.28856
H 15.48166 10.85344 12.98813
N 11.33375 13.25734 12.56098
H 13.81052 14.54620 15.38092
H 16.58952 17.42871 19.45818
H 14.78718 11.00082 9.39406
H 15.54363 18.05721 20.71409
H 13.46496 11.95050 19.68363
H 10.17140 10.59174 15.33027
H 20.23520 14.21435 14.59188
H 9.76600 22.55086 11.79752
H 14.93674 10.91001 16.55704
H 10.37900 17.67779 11.03954
H 21.69414 15.80291 15.19854
O 16.97057 14.51758 9.10976
O 16.37493 19.24962 11.07620
H 13.87525 21.84018 14.31688
C 9.24481 15.28346 14.59599
O 13.81263 19.76156 16.97327
O 9.20988 12.82623 9.51417
H 11.74690 18.89160 15.13168
C 8.08524 16.21264 14.84930
C 14.05792 11.99806 18.76826
H 16.91765 20.62830 9.61987
H 18.20238 14.02659 7.55706
H 12.02768 9.67948 13.16080
H 16.00471 19.08017 19.33621
H 11.24236 21.46642 9.35308
H 17.01398 12.69999 10.47078
N 16.70835 11.95172 11.07112
H 11.89432 14.03610 12.86510
H 19.05939 11.99429 14.03568
H 17.42507 7.73888 14.96002
C 14.17180 14.52667 14.32460
H 9.32930 13.38099 13.93748
H 15.97792 15.16634 11.67247
H 14.91161 12.74848 9.26026
C 18.92318 19.71715 12.34323
H 14.66072 17.69466 17.86800
H 15.38275 14.27101 17.00525
C 14.60207 15.90700 18.88885
O 13.48765 10.89386 12.50664
H 21.12037 17.09274 16.26925
N 19.41850 14.82805 14.49645
H 17.68216 10.17341 13.30589
C 18.61517 11.81134 16.19141
H 19.19909 21.40710 9.47038
H 11.21580 16.79369 17.83953
H 12.44273 13.18030 16.47831
C 14.85343 10.85697 12.11043
H 12.04787 20.19140 14.06752
H 16.64230 16.83665 11.54876
H 16.85455 12.59423 13.40605
C 15.26424 12.01216 11.21025
H 15.18074 21.57883 15.35202
H 13.52633 8.86393 12.45807
C 17.12130 14.10594 7.73676
C 9.14103 11.88332 8.49572
C 10.59788 13.71508 11.32646
H 17.81664 16.38843 9.28279
C 18.24973 11.70328 14.71753
N 14.22997 11.64823 16.38224
H 12.96287 10.63814 17.87870
H 14.53830 20.17239 11.30760
H 10.90096 14.98070 9.64070
C 17.13363 18.49054 16.24806
C 10.60631 18.47291 11.75438
C 14.98783 19.31103 10.79660
N 9.30015 22.32511 9.20520
H 14.44598 18.45802 11.10456
C 10.29411 15.32458 15.74092
H 11.84091 10.35890 15.80115
H 20.98795 17.16561 14.47527
H 14.16232 15.53111 12.47062
H 11.01541 14.48829 15.63151
H 11.44607 20.60796 15.61013
H 13.62790 22.24998 16.02909
H 10.85512 23.51995 10.81443
H 17.10322 19.25840 15.45187
H 11.97630 15.47190 11.00871
N 19.34736 21.15502 10.43911
H 14.30480 17.90520 13.49546
C 13.76596 15.72356 13.47907
H 11.51648 22.13957 11.68152
H 9.75725 15.20021 16.68913
H 13.51239 9.63249 14.10542
H 18.55325 14.31484 14.49079
H 12.36168 17.50930 16.77445
H 15.03702 9.85240 11.64720
H 15.76057 7.99945 15.50211
N 17.10343 12.59279 14.42109
H 10.15118 11.70054 8.07307
```

SMILES ... COC[C@H](C)N.COC[C@H](C)N.COC[C@H](C)N.COC[C@H](C)N.COC[C@H](C)N.COC[C@H](C)N.COC[C@H](C)N.COC[C@H](C)N.COC[C@H](C)N.COC[C@H](C)N.CC(C)O.CC(C)O
Relative energy (zero: lowest compared OMol25 entry of this formula, charge and spin) ... 0.00 kJ/mol
LUMO ... 0.57 eV
Charge ... 0
Max |F| ... 2.6 eV/Å
Orbital gap ... 9.12 eV

Mulliken population analysis, charges in e, atoms 1 to 99: atom 1 (H): -1.561, atom 2 (H): 0.378, atom 3 (H): -0.814, atom 4 (H): 0.051, atom 5 (H): 0.259, atom 6 (H): 0.344, atom 7 (C): -0.907, atom 8 (O): -0.150, atom 9 (H): 0.047, atom 10 (H): -0.250, atom 11 (C): -1.507, atom 12 (C): 0.326, atom 13 (C): -1.720, atom 14 (H): 0.130, atom 15 (C): 1.282, atom 16 (H): -1.571, atom 17 (C): -1.418, atom 18 (H): 0.436, atom 19 (H): 0.380, atom 20 (H): 0.193, atom 21 (C): -1.031, atom 22 (H): 0.566, atom 23 (H): -0.157, atom 24 (H): 0.320, atom 25 (C): -0.801, atom 26 (H): 0.268, atom 27 (C): -1.206, atom 28 (H): 0.272, atom 29 (O): -0.458, atom 30 (C): 1.829, atom 31 (C): 0.434, atom 32 (H): -0.160, atom 33 (H): 0.379, atom 34 (H): -0.514, atom 35 (C): -0.866, atom 36 (H): -0.210, atom 37 (C): -0.956, atom 38 (O): 0.028, atom 39 (H): 0.212, atom 40 (H): 0.210, atom 41 (O): -0.591, atom 42 (H): 0.415, atom 43 (H): 0.326, atom 44 (H): 0.359, atom 45 (H): 0.330, atom 46 (N): -0.591, atom 47 (C): 2.804, atom 48 (H): 0.229, atom 49 (C): -0.328, atom 50 (H): 0.307, atom 51 (H): -0.553, atom 52 (H): 0.301, atom 53 (H): 0.244, atom 54 (H): -0.133, atom 55 (H): -0.887, atom 56 (H): 0.400, atom 57 (C): -1.198, atom 58 (O): -0.542, atom 59 (C): -0.812, atom 60 (C): 0.282, atom 61 (C): 0.099, atom 62 (H): 0.323, atom 63 (C): 0.618, atom 64 (H): -0.717, atom 65 (H): -1.034, atom 66 (O): -0.607, atom 67 (H): 0.478, atom 68 (H): 0.293, atom 69 (H): -1.054, atom 70 (C): 1.173, atom 71 (H): -0.295, atom 72 (H): 0.544, atom 73 (O): 2.040, atom 74 (H): 0.627, atom 75 (H): 0.330, atom 76 (N): -0.305, atom 77 (H): 0.459, atom 78 (H): 0.276, atom 79 (H): 0.269, atom 80 (N): -0.675, atom 81 (H): 0.223, atom 82 (H): 0.147, atom 83 (C): -0.569, atom 84 (H): -0.461, atom 85 (H): -0.758, atom 86 (H): -0.065, atom 87 (H): -0.258, atom 88 (H): -0.053, atom 89 (H): 0.295, atom 90 (H): 0.304, atom 91 (H): 0.274, atom 92 (H): -0.779, atom 93 (C): -1.012, atom 94 (C): -1.185, atom 95 (C): 0.630, atom 96 (H): 0.490, atom 97 (H): 0.403, atom 98 (C): -1.706, atom 99 (H): -0.152